Molecular formula: C41H83BrCl32N2O7
Method: DFT, ωB97M-V with the def2-TZVPD basis set

Its energy is -19547.87857 a.u. For the LUMO energy, the calculation gives 0.0343 eV. The value obtained for the HOMO-LUMO gap is 8.901 eV. The multiplicity is 1.

Last column: Mulliken charge in e.
Positions of all 166 atoms, in Å:
C  -2.63362  -5.18033  -1.12771  0.03
C  -1.32462  -4.57238  -1.09362  0.18
C  -0.78399  -3.51882  -2.22984  0.53
C  -1.18836  -2.03039  -1.64748  -0.15
Br  -3.15795  -1.83620  -2.09845  -0.12
O  -0.95437  -2.11188  -0.21199  -0.20
C  -1.21428  -0.85216  0.45369  -0.49
C  -1.73243  -1.23879  1.96724  0.42
C  -2.60758  -2.59658  2.02496  -0.46
C  -4.08164  -2.49410  1.34111  -0.41
C  -4.66676  -0.99614  1.21788  0.17
O  -5.91921  -1.02301  0.42375  -0.46
C  -6.03378  0.32761  -0.14480  -0.19
O  0.03144  -0.07491  0.66730  -0.24
C  -0.27808  1.25310  1.19599  0.07
C  0.61202  1.63679  2.51255  -0.15
N  0.27854  0.80681  3.72596  -0.02
C  0.06364  1.69129  4.94470  -0.32
C  -1.43827  2.34639  4.95271  1.81
C  -2.61500  1.23679  4.85813  -0.76
O  -1.61126  3.06979  6.22760  -0.59
C  -0.25681  -0.95967  -2.41871  0.01
C  -0.47175  -0.88831  -4.01889  -0.54
C  0.45422  -1.90020  -4.87920  0.86
C  -0.40023  -2.93958  -5.80784  -0.96
C  0.05015  -4.48595  -5.67674  -0.45
O  1.48804  -4.69867  -5.56439  -0.23
C  1.75541  -5.80239  -4.61692  -0.59
O  1.16223  -1.17455  -2.05954  -0.07
C  1.96107  -0.00003  -2.37478  -0.44
C  3.18286  -0.26087  -3.39963  0.15
C  4.57338  -0.71729  -2.67730  -0.33
O  5.51639  -0.99319  -3.78854  -0.58
C  4.34758  -2.08422  -1.84150  -0.47
N  3.66489  -3.18266  -2.59872  -0.54
H  -3.38253  -4.91845  -1.96159  0.24
H  -3.01490  -5.90526  -0.30024  -0.60
H  -0.65173  -4.82497  -0.17989  0.22
H  0.37975  -3.62317  -2.23016  -0.77
H  -1.26004  -3.73337  -3.25434  0.10
H  -1.93012  -0.14035  -0.10096  0.31
H  -0.74655  -1.43569  2.56637  0.34
H  -2.23292  -0.32653  2.47835  -0.46
H  -2.80185  -2.80647  3.16133  0.44
H  -2.07759  -3.53507  1.62033  0.03
H  -4.80682  -3.06824  2.05914  0.34
H  -4.07036  -3.09582  0.36003  0.00
H  -4.99075  -0.66492  2.28441  0.15
H  -3.97055  -0.24159  0.69661  0.05
H  -5.90687  1.06003  0.74745  0.05
H  -5.18785  0.56165  -0.91842  0.04
H  -7.07422  0.52504  -0.60644  0.30
H  0.05224  2.02330  0.37465  0.15
H  -1.40178  1.44956  1.36978  -0.19
H  1.71853  1.43824  2.22720  0.28
H  0.46913  2.75748  2.83061  -0.19
H  1.16795  0.30350  3.96070  0.27
H  0.84179  2.56641  4.99531  0.23
H  0.19698  1.10336  5.93567  -0.44
H  -1.55788  3.04855  4.04381  -0.98
H  -3.48125  1.55977  5.57100  0.35
H  -2.27374  0.15769  5.11148  0.15
H  -3.05515  1.27167  3.77444  -0.02
H  -1.90754  3.98192  5.96792  0.37
H  -0.49937  0.11184  -2.00984  0.31
H  -1.55820  -1.01708  -4.37482  0.79
H  -0.15913  0.19289  -4.34094  -0.41
H  1.09300  -1.25408  -5.62590  0.32
H  1.21284  -2.50075  -4.25457  -0.60
H  -1.52081  -2.89424  -5.46919  0.22
H  -0.42364  -2.60617  -6.93577  0.33
H  -0.52425  -5.06054  -4.83677  0.36
H  -0.28022  -5.01360  -6.67096  0.41
H  1.17759  -5.61921  -3.62352  0.08
H  1.41536  -6.82792  -5.02052  0.30
H  2.87066  -5.88207  -4.33362  0.27
H  1.34806  0.89082  -2.80707  0.30
H  2.42732  0.40738  -1.38013  0.28
H  2.97630  -1.03921  -4.22181  -0.32
H  3.44205  0.73352  -3.96150  0.41
H  5.06018  0.13837  -2.07094  0.36
H  5.50326  -1.95471  -4.01744  0.37
H  3.64348  -1.81125  -0.94918  0.05
H  5.40274  -2.40856  -1.45540  0.35
H  2.70493  -3.36802  -2.22765  0.31
H  3.65082  -3.02566  -3.62017  0.24
C  1.29849  -0.56442  8.43892  0.03
Cl  0.72252  -1.12636  6.86419  -0.16
Cl  2.80118  0.35328  8.27835  -0.18
H  0.53772  0.07647  8.88637  0.31
H  1.47787  -1.42957  9.08194  -0.02
C  -2.37916  2.36010  -5.20354  -0.38
Cl  -3.08741  1.32239  -3.96035  -0.02
Cl  -0.81222  2.99693  -4.68784  -0.16
H  -2.24243  1.77792  -6.11552  0.25
H  -3.05444  3.19433  -5.39596  0.33
C  2.03020  -5.75981  -8.88288  0.50
Cl  1.68503  -7.48714  -9.02623  -0.18
Cl  1.19813  -4.83586  -10.14191  -0.20
H  1.69391  -5.41050  -7.90554  -0.47
H  3.10486  -5.60338  -8.98088  0.32
C  -1.46512  5.04713  1.59387  -0.53
Cl  -2.72246  3.82679  1.82978  -0.08
Cl  -0.30533  5.03381  2.92888  -0.09
H  -0.93763  4.83772  0.66382  0.27
H  -1.93201  6.03086  1.53982  0.45
C  -0.03874  8.57372  -0.03592  -0.34
Cl  0.47252  6.89278  0.16106  -0.10
Cl  -0.02748  9.42905  1.51043  -0.13
H  0.64468  9.07389  -0.72287  0.31
H  -1.05005  8.59131  -0.44336  0.30
C  1.74829  -1.79991  12.43645  -0.29
Cl  1.17139  -2.35872  10.86117  -0.15
Cl  3.24887  -0.87995  12.27617  -0.14
H  0.98742  -1.16155  12.88642  0.29
H  1.92922  -2.66501  13.07505  0.29
C  -3.73953  -8.93550  0.84523  0.06
Cl  -3.97057  -7.22642  1.23409  -0.16
Cl  -5.16275  -9.88828  1.28351  -0.18
H  -3.56275  -9.03431  -0.22643  0.31
H  -2.87769  -9.31061  1.39737  -0.08
C  -0.27947  -11.07243  0.78607  -0.16
Cl  -0.51345  -9.36359  1.17589  -0.16
Cl  -1.70134  -12.02729  1.22410  -0.16
H  -0.10283  -11.17033  -0.28490  0.17
H  0.58298  -11.44684  1.33805  0.31
C  -7.65258  3.88284  2.38940  -0.41
Cl  -8.58428  2.51675  3.01373  -0.15
Cl  -5.93025  3.49436  2.30142  -0.03
H  -8.01164  4.12942  1.38972  0.28
H  -7.78943  4.73779  3.05220  0.31
C  3.05616  11.28943  2.61487  -0.32
Cl  3.53683  9.76824  1.85508  -0.13
Cl  2.42451  12.42881  1.41935  -0.15
H  2.28150  11.08667  3.35511  0.26
H  3.92527  11.73263  3.10191  0.33
C  2.76239  -9.93171  -0.73833  -0.28
Cl  2.43387  -11.66030  -0.91575  -0.17
Cl  1.91333  -8.99120  -1.97056  -0.09
H  2.42872  -9.60666  0.24790  0.22
H  3.83482  -9.76271  -0.83950  0.33
C  6.64776  -0.43005  13.30464  0.17
Cl  7.03604  0.74037  14.57110  -0.16
Cl  6.65805  -2.08093  13.93605  -0.14
H  5.65593  -0.20843  12.90954  -0.12
H  7.38887  -0.35022  12.50881  0.27
C  2.64998  16.07797  1.75029  -0.12
Cl  1.69615  17.43798  2.35578  -0.14
Cl  4.21429  15.98112  2.56724  -0.16
H  2.10023  15.15323  1.92677  0.10
H  2.81630  16.21025  0.68078  0.30
C  2.08191  -1.41459  -9.02677  0.25
Cl  0.84995  -0.54214  -8.10783  -0.11
Cl  3.51099  -1.73183  -8.03587  -0.14
H  1.66529  -2.36434  -9.36144  -0.30
H  2.37422  -0.81387  -9.88861  0.34
C  0.42419  -5.64477  -13.53094  0.07
Cl  0.07776  -7.37195  -13.67519  -0.16
Cl  -0.40713  -4.72012  -14.78776  -0.17
H  0.08829  -5.29631  -12.55369  -0.02
H  1.49904  -5.48932  -13.62867  0.26
C  0.75362  20.61577  4.06311  0.15
Cl  -0.46575  21.48832  3.12685  -0.15
Cl  0.43182  20.73432  5.79716  -0.15
H  0.74000  19.56503  3.77106  -0.12
H  1.73439  21.04408  3.85436  0.28

***

Molecular formula: C15H43KO10
Method: DFT, ωB97M-V with the def2-TZVPD basis set

Its energy is -1949.30564 a.u. For the LUMO energy (alpha / beta), the calculation gives -3.6129 / -8.5386 eV. The value obtained for the HOMO-LUMO gap (alpha / beta) is 8.695 / 3.736 eV. Its relative energy (zero: lowest compared OMol25 entry of this formula, charge and spin) is 0.00 kcal/mol. The expectation value of S² is 0.76. The multiplicity is 2. Its charge is +1.

Last column: Mulliken charge in e.
Positions of all 69 atoms, in Å:
K  42.15378  -25.79177  -19.34134  1.05
O  45.41808  -22.79869  -19.93016  -0.35
C  44.37394  -23.36886  -20.46669  0.58
O  43.35294  -22.70452  -20.70273  -0.23
O  44.40141  -24.58267  -20.68912  -0.36
H  45.08297  -21.90036  -19.88220  -0.24
C  47.88626  -26.14057  -22.27232  -1.02
C  47.53417  -24.66867  -22.49719  0.28
O  46.23619  -24.60761  -23.04388  -0.47
H  48.83957  -26.16882  -21.74458  0.39
H  48.02113  -26.69874  -23.19878  0.33
H  47.21729  -26.72603  -21.64159  0.11
H  48.16009  -24.21602  -23.26623  0.31
H  47.66440  -24.09291  -21.58087  -0.13
H  45.66106  -24.59637  -22.27532  0.10
C  40.22561  -23.25058  -23.19227  -0.62
C  40.25472  -21.84434  -22.65040  -0.20
O  41.62478  -21.43285  -22.55008  -0.41
H  39.23264  -23.68908  -23.09315  0.39
H  40.89920  -23.96017  -22.71180  -0.04
H  40.49061  -23.18525  -24.24756  0.28
H  39.86242  -21.82077  -21.63372  0.16
H  39.71459  -21.14397  -23.28747  0.35
H  42.02089  -21.94423  -21.84073  0.28
C  45.39105  -27.54436  -19.32575  -0.58
C  45.98416  -28.95304  -19.39499  -0.47
O  47.24800  -29.22629  -18.67150  -0.55
H  45.28119  -27.21865  -18.29138  0.42
H  44.38214  -27.47157  -19.73185  -0.05
H  46.07166  -26.77748  -19.69557  0.27
H  46.13133  -29.28278  -20.42344  0.32
H  45.24022  -29.61555  -18.95255  0.34
H  47.56066  -30.12880  -18.76811  0.31
C  49.37937  -19.99974  -19.36721  -1.23
C  48.49677  -21.20148  -19.03354  0.05
O  48.02605  -21.78347  -20.26652  -0.47
H  48.83539  -19.13808  -19.75418  0.27
H  50.25156  -20.23449  -19.97735  0.32
H  49.71878  -19.62962  -18.39979  0.40
H  47.66278  -20.82378  -18.44200  0.11
H  49.03828  -21.90672  -18.40308  0.35
H  47.16915  -22.18732  -20.11091  0.42
C  40.51071  -20.90194  -16.88791  -1.28
C  41.59760  -20.63288  -17.89845  0.07
O  41.25914  -21.24776  -19.12559  -0.49
H  40.75900  -20.49231  -15.90880  0.39
H  40.50091  -21.97179  -16.67954  0.29
H  39.52916  -20.58587  -17.24113  0.31
H  42.61495  -20.92374  -17.63676  0.22
H  41.68633  -19.55707  -18.04964  0.25
H  42.03251  -21.38296  -19.67805  0.22
C  41.52161  -26.92522  -23.92870  -1.36
C  42.78240  -26.19562  -23.45683  -0.06
O  42.89421  -26.43699  -22.05826  -0.51
H  41.59771  -27.98290  -23.67645  0.37
H  41.33151  -26.82334  -24.99715  0.37
H  40.64595  -26.56658  -23.38768  0.28
H  42.65744  -25.12846  -23.64027  0.27
H  43.68493  -26.57044  -23.93956  0.37
H  43.55201  -25.84410  -21.68761  0.38
C  45.02187  -19.74430  -21.47039  -0.89
C  44.95045  -19.12874  -20.09407  -0.18
O  45.10857  -20.09669  -19.14443  -0.53
H  45.98899  -20.23281  -21.58924  0.28
H  44.88186  -18.97764  -22.23244  0.44
H  44.25847  -20.49086  -21.68942  0.04
H  43.95410  -18.69670  -20.00064  0.31
H  45.74322  -18.38086  -20.07687  0.36
H  45.14949  -19.67375  -18.28358  0.26

***

| no. | maximum force (Eh/bohr) |
| --- | --- |
| 1 | 0.0678 |
| 2 | 0.0548 |